Here is 36 unconnected molecules or ions with the total composition H72O36 from OMol25. Energies are from ωB97M-V with the def2-TZVPD basis set.

relative energy (zero: lowest compared OMol25 entry of this formula, charge and spin) = 42.26 kcal per mole
molar mass = 648.54 g mol⁻¹
LUMO energy = -0.1 eV

Last column: Mulliken charge in e.
Element x y z (Å)
O -0.11734 5.24954 1.90050  -0.5185
H -0.74849 5.58764 2.56780  0.2940
H 0.73399 5.25230 2.31938  0.2685
O -4.99803 -0.20430 -0.10472  -0.7043
H -4.92137 -1.05831 -0.47214  0.5007
H -4.05549 0.06543 0.00337  0.2165
O 0.20056 -5.44804 -1.52840  -0.5186
H 0.25371 -6.14945 -2.10531  0.2457
H 0.79820 -4.77399 -1.94514  0.2719
O 0.82544 -1.68422 0.05200  -0.2032
H 0.06073 -1.07580 0.40091  -0.0434
H 0.89298 -2.41156 0.66390  0.2706
O -3.90812 -1.28550 2.46699  -0.7403
H -4.32024 -0.75266 1.73043  0.4097
H -3.74194 -0.62616 3.17802  0.2775
O 3.10557 -0.36545 -0.55739  -0.5135
H 2.37791 -0.85244 -0.12313  0.3008
H 3.87751 -0.93676 -0.46072  0.2618
O -2.80827 0.96071 4.26918  -0.6532
H -2.42678 0.39415 5.00895  0.3763
H -2.14637 1.63118 4.12810  0.2942
O -1.27847 -0.55699 6.36924  -0.6560
H -1.74454 -1.13867 7.00263  0.3376
H -1.12909 -1.23899 5.68522  0.3970
O 1.14890 -3.56388 2.03117  -0.5937
H 0.98769 -3.61221 2.99071  0.2612
H 0.60010 -4.28191 1.63582  0.2002
O -0.71947 2.01689 2.76540  -0.7364
H 0.19994 1.92738 3.06465  0.3716
H -0.90503 2.96132 2.48817  0.2321
O 3.76179 -2.27365 1.94066  -0.6039
H 3.34550 -1.41179 2.12543  0.4300
H 3.06311 -2.91651 2.02864  0.3156
O -3.19634 6.08066 0.86756  -0.5926
H -4.03009 6.35382 0.55588  0.2736
H -2.79520 5.66669 0.09258  0.3410
O 0.75069 1.95125 -2.09089  -0.7579
H 0.07001 2.32351 -1.49167  0.2211
H 0.54825 1.00760 -2.18153  0.4905
O -3.03070 2.54634 -1.92729  -0.5999
H -2.85027 2.58844 -2.85998  0.2764
H -3.40185 1.65474 -1.88096  0.2492
O -1.37998 -0.04137 1.27118  -0.1989
H -0.93326 0.69313 1.78649  0.2305
H -2.08199 -0.42806 1.80518  0.0526
O -0.33100 -1.90728 4.00209  -0.7270
H -0.10027 -1.06139 3.55408  0.3143
H -1.05904 -2.24529 3.50039  0.4013
O -0.22075 0.44004 -5.59776  -0.7664
H -1.13580 0.13193 -5.66295  0.2919
H -0.41897 1.37441 -5.22784  0.4871
O -1.21627 4.31309 -0.97935  -0.6570
H -0.79720 4.37259 -0.07133  0.3400
H -1.76253 3.50347 -0.94278  0.3367
O 2.12403 2.54169 3.77415  -0.6094
H 1.97007 2.94866 4.60964  0.2164
H 2.44676 3.23433 3.15999  0.4089
O -0.94632 -5.68348 1.20719  -0.6115
H -1.49869 -6.47226 1.23277  0.3108
H -0.83542 -5.66609 0.25708  0.2595
O -2.77016 -3.90874 -2.09800  -0.6241
H -2.58534 -4.76942 -2.57856  0.2915
H -2.37718 -4.12035 -1.23401  0.3089
O 1.38739 -2.86310 -2.35659  -0.6381
H 2.17321 -2.63483 -2.91132  0.3219
H 1.26478 -2.22670 -1.63075  0.3488
O 6.26009 -1.36916 0.39981  -0.5738
H 7.07275 -1.75130 0.14434  0.2512
H 5.68981 -2.00803 0.83369  0.3051
O -2.09084 -3.12472 2.17826  -0.5813
H -2.24865 -3.92238 2.64508  0.2760
H -2.81868 -2.54321 2.45465  0.3425
O 2.49624 4.17031 1.98643  -0.6766
H 3.25697 4.65169 1.64015  0.3262
H 2.51045 3.41404 1.37397  0.3528
O 5.17363 4.37905 0.90759  -0.6619
H 5.15218 4.59091 0.00108  0.3041
H 5.45705 3.44380 1.01259  0.3232
O 2.46929 0.31018 -4.90163  -0.6043
H 2.59010 0.91673 -4.19120  0.3075
H 1.60589 0.59700 -5.29356  0.3175
O 3.79393 -2.35971 -3.99709  -0.6791
H 3.55500 -1.72204 -4.69797  0.3015
H 4.61249 -2.00499 -3.66850  0.2963
O -5.28922 -2.27465 -1.79435  -0.7448
H -5.15332 -1.68283 -2.52085  0.3580
H -4.44613 -2.74585 -1.70222  0.3613
O -0.56120 2.75443 -4.33257  -0.6718
H -0.15435 2.80951 -3.45317  0.4250
H -0.57005 3.62126 -4.82581  0.2727
O -0.14094 -0.44784 -2.93251  -0.5235
H 0.14165 -0.17825 -3.80275  0.2869
H 0.20958 -1.29867 -2.77283  0.2761
O -3.06360 -0.67918 -3.17874  -0.3409
H -2.13537 -0.53823 -3.01475  0.1283
H -3.09737 -1.62622 -3.41975  0.2565
O 2.36822 -0.15588 2.59383  -0.5702
H 2.35098 0.36197 3.40946  0.3106
H 2.04909 0.56034 2.00369  0.0520
O 2.34035 1.83593 0.45086  -0.0142
H 1.69763 1.66051 -0.25507  -0.0745
H 3.07143 1.38844 0.04759  0.2986
O -5.70481 -0.16089 -4.84323  -0.6223
H -4.80895 -0.26091 -4.52717  0.3129
H -5.93871 0.65123 -4.46651  0.3132
O 5.10108 1.48896 1.49207  -0.6427
H 5.70262 0.78821 1.65210  0.2483
H 4.24854 1.33508 1.89196  0.3387